1.
Computed, not measured: a molecular structure, C56H63BIN7O4S2Sn, with ωB97M-V with the def2-TZVPD basis set.

Its spin multiplicity is 1. As for the total charge: -2. For the molar mass, the calculation gives 1218.726 g mol⁻¹. The max |F| comes out at 0.53 eV/A. The value obtained for the HOMO-LUMO gap is 5.9 eV. For the electronic energy, the calculation gives -4189.4943 a.u.

Last column: Mulliken charge in e.
Positions of all 135 atoms, in Å:
Sn -0.024 -0.873 -0.144  0.746
C 0.489 -0.991 5.573  -1.974
C -0.351 -1.107 4.299  1.718
C -1.766 -0.584 4.548  -1.263
C -0.365 -2.531 3.777  0.858
C -1.000 -3.505 4.541  -0.424
C -1.025 -4.833 4.146  -1.595
C -0.395 -5.196 2.968  -0.454
C 0.266 -4.256 2.185  0.799
C 1.062 -4.712 0.980  2.315
C 0.292 -5.655 0.059  -1.777
C 2.358 -5.366 1.467  -1.666
C 0.277 -2.910 2.580  -0.725
N 0.940 -1.959 1.757  1.157
C 2.086 -1.490 2.238  0.337
O 2.670 -1.843 3.276  -0.871
C 2.754 -0.414 1.399  -0.703
C 3.914 0.158 1.892  -0.671
C 4.557 1.115 1.125  -1.163
C 4.053 1.419 -0.123  -1.319
C 2.911 0.765 -0.580  -0.921
N 2.247 -0.092 0.201  2.135
C 2.573 0.986 -2.051  0.503
O 2.744 2.146 -2.491  -0.896
N 2.320 -0.137 -2.668  1.429
C 2.436 -0.229 -4.053  -0.617
C 1.287 -0.303 -4.865  0.312
C 1.421 -0.600 -6.215  -0.610
C 2.668 -0.800 -6.792  -1.437
C 3.802 -0.658 -6.007  -0.452
C 3.711 -0.364 -4.651  0.548
C 4.970 -0.134 -3.834  2.028
C 6.130 -1.060 -4.200  -1.700
C 5.425 1.324 -3.958  -1.577
C -0.058 0.053 -4.267  3.406
C -0.185 1.581 -4.211  -1.361
C -1.251 -0.539 -5.015  -2.085
H 0.557 0.054 5.887  0.453
H 1.494 -1.372 5.397  0.387
H 0.032 -1.560 6.390  0.349
H 0.108 -0.480 3.535  -0.636
H -2.275 -1.172 5.318  0.585
H -2.361 -0.621 3.636  -0.168
H -1.736 0.455 4.887  0.450
H -1.478 -3.217 5.471  0.262
H -1.523 -5.578 4.756  0.326
H -0.394 -6.235 2.660  0.308
H 1.321 -3.823 0.404  -1.044
H 0.081 -6.613 0.543  0.392
H 0.889 -5.862 -0.834  0.409
H -0.650 -5.206 -0.256  0.275
H 2.132 -6.241 2.086  0.304
H 2.943 -4.667 2.067  0.353
H 2.971 -5.689 0.622  0.439
H 4.263 -0.170 2.860  0.557
H 5.453 1.605 1.491  0.396
H 4.513 2.137 -0.786  0.576
H 0.533 -0.671 -6.832  0.310
H 2.755 -1.040 -7.846  0.334
H 4.780 -0.777 -6.461  0.202
H 4.709 -0.324 -2.790  -0.663
H 6.539 -0.824 -5.186  0.389
H 5.826 -2.106 -4.201  0.273
H 6.939 -0.946 -3.475  0.406
H 5.688 1.543 -4.999  0.367
H 6.311 1.505 -3.340  0.379
H 4.630 2.002 -3.647  0.273
H -0.075 -0.318 -3.238  -1.428
H -0.072 1.994 -5.220  0.270
H 0.586 2.020 -3.577  0.192
H -1.168 1.871 -3.831  0.455
H -1.413 -0.032 -5.972  0.408
H -2.152 -0.417 -4.413  0.341
H -1.118 -1.605 -5.216  0.329
S -3.289 0.077 -1.483  -0.624
C -2.418 1.529 -1.410  0.496
N -1.169 1.707 -1.055  0.161
C -0.799 3.041 -1.055  -0.890
C 0.466 3.521 -0.720  -0.288
C 0.701 4.883 -0.744  -0.969
C -0.309 5.783 -1.091  -0.640
C -1.572 5.321 -1.429  -0.463
C -1.807 3.953 -1.410  1.058
S -3.255 3.066 -1.766  -0.530
H 1.253 2.826 -0.462  0.242
H 1.690 5.253 -0.503  0.461
H -0.104 6.847 -1.109  0.364
H -2.359 6.013 -1.704  0.452
C -4.279 -2.970 2.938  -0.900
N -3.955 -2.270 1.711  0.205
C -4.639 -1.022 1.413  -0.305
C -2.971 -2.705 0.945  0.289
N -2.120 -3.095 0.265  -0.470
H -5.297 -3.373 2.893  0.321
H -3.571 -3.780 3.095  0.269
H -4.206 -2.286 3.789  0.289
H -5.711 -1.208 1.302  0.404
H -4.242 -0.596 0.491  -0.449
H -4.480 -0.305 2.222  0.240
I 4.404 -2.984 -1.004  -0.067
C 2.857 -3.457 -2.354  -0.325
C 3.179 -4.033 -3.577  -0.689
C 2.138 -4.255 -4.461  -0.252
C 0.849 -3.905 -4.091  -1.079
C 0.649 -3.342 -2.842  -0.153
N 1.646 -3.130 -1.985  0.956
H 4.201 -4.271 -3.829  0.471
H 2.338 -4.677 -5.439  0.374
H 0.014 -4.049 -4.764  0.445
H -0.334 -3.031 -2.500  0.528
C -5.793 4.204 3.409  -2.005
C -4.524 5.048 3.254  2.206
C -4.347 5.870 4.537  -1.852
C -4.715 6.005 2.069  -1.632
C -3.295 4.178 2.980  0.418
C -2.014 4.697 3.175  -0.287
C -0.857 3.987 2.847  -1.959
C -1.022 2.733 2.311  0.895
O -0.085 1.843 1.878  -0.865
B -0.795 0.754 1.319  0.132
O -2.177 0.962 1.566  -0.274
C -2.287 2.202 2.116  0.676
C -3.431 2.893 2.440  -0.684
H -6.628 4.847 3.699  0.468
H -5.667 3.436 4.175  0.408
H -6.069 3.712 2.476  0.344
H -5.279 6.389 4.778  0.450
H -3.569 6.627 4.432  0.346
H -4.081 5.228 5.379  0.406
H -5.584 6.652 2.228  0.446
H -4.863 5.445 1.144  0.319
H -3.833 6.635 1.937  0.354
H -1.897 5.697 3.573  0.214
H 0.128 4.413 2.984  0.462
H -4.394 2.445 2.242  0.244

2.
Computed, not measured: 16 unconnected molecules or ions with the total composition C56H64BF16N12O12S4 at a distorted geometry, with ωB97M-V with the def2-TZVPD basis set.

Its spin multiplicity is 1. As for the total charge: -3. For the molar mass, the calculation gives 1540.248 g mol⁻¹. The max |F| comes out at 6.55 eV/A. The value obtained for the HOMO-LUMO gap is 1.7 eV. For the electronic energy, the calculation gives -6947.6615 a.u.

Last column: Mulliken charge in e.
Positions of all 165 atoms, in Å:
C -2.628 4.447 0.935  -0.882
N -1.882 3.227 0.570  0.014
C -0.541 3.240 0.735  -0.258
C 0.249 2.073 0.516  -0.609
C -0.409 0.911 0.105  0.560
C -1.773 0.959 -0.174  -0.489
C -2.523 2.126 0.119  -0.299
C 0.417 -0.295 -0.006  0.473
C 0.383 -1.262 1.038  -0.595
C 1.229 -2.405 0.875  -0.372
N 2.068 -2.492 -0.225  0.023
C 2.089 -1.579 -1.156  -0.122
C 1.228 -0.487 -1.094  -0.509
C 3.008 -3.632 -0.301  -0.976
H -3.386 4.631 0.174  0.332
H -1.959 5.296 1.077  0.291
H -3.112 4.201 1.881  0.418
H -0.163 4.179 1.111  0.406
H 1.310 1.998 0.699  0.611
H -2.236 0.117 -0.669  0.504
H -3.583 2.255 -0.040  0.480
H -0.208 -1.186 1.939  0.491
H 1.139 -3.227 1.571  0.516
H 2.827 -1.567 -1.945  0.386
H 1.286 0.289 -1.843  0.476
H 2.450 -4.513 -0.620  0.341
H 3.486 -3.698 0.676  0.423
H 3.805 -3.423 -1.014  0.360
C -13.591 4.259 1.959  0.576
F -14.440 5.308 1.726  -0.242
F -12.891 4.564 3.027  -0.215
F -14.346 3.162 2.180  -0.232
S -12.349 3.934 0.477  1.059
O -11.614 5.193 0.431  -0.651
O -11.500 2.825 0.947  -0.643
O -13.225 3.682 -0.713  -0.652
C 8.149 7.966 -1.955  0.599
F 7.125 8.585 -2.549  -0.221
F 9.088 7.524 -2.768  -0.220
F 8.730 8.708 -1.030  -0.217
S 7.445 6.433 -1.096  1.078
O 7.048 5.416 -2.080  -0.665
O 8.486 5.949 -0.195  -0.651
O 6.345 6.987 -0.303  -0.703
C -4.733 -7.255 8.420  0.604
F -6.077 -7.196 8.377  -0.234
F -4.190 -6.266 9.053  -0.201
F -4.439 -8.428 8.997  -0.234
S -4.291 -7.241 6.559  1.086
O -5.127 -6.160 5.955  -0.681
O -2.882 -6.900 6.499  -0.669
O -4.641 -8.580 6.024  -0.671
C 13.849 -2.488 -1.910  0.574
F 13.984 -3.808 -1.618  -0.240
F 14.871 -1.866 -1.412  -0.203
F 13.885 -2.372 -3.242  -0.232
S 12.267 -1.761 -1.078  1.075
O 12.421 -1.871 0.403  -0.660
O 12.262 -0.275 -1.190  -0.656
O 11.061 -2.430 -1.591  -0.657
B 7.118 -0.745 4.047  0.608
F 6.021 -0.290 4.717  -0.416
F 7.320 0.133 2.985  -0.424
F 8.270 -0.621 4.740  -0.390
F 6.914 -2.001 3.640  -0.379
N 0.490 9.665 -3.765  -0.040
C -0.241 10.501 -2.968  -0.444
C -1.579 10.448 -3.383  -0.517
C -1.587 9.482 -4.439  -0.325
C -0.325 9.020 -4.629  -0.404
H 1.427 9.327 -3.597  0.240
H 0.239 11.084 -2.195  0.374
H -2.380 11.105 -3.080  0.372
H -2.371 9.118 -5.087  0.370
H 0.073 8.333 -5.361  0.374
N -1.396 -7.338 -3.752  -0.003
C -1.672 -8.650 -3.565  -0.484
C -2.325 -8.899 -2.361  -0.404
C -2.420 -7.650 -1.708  -0.446
C -1.952 -6.704 -2.631  -0.399
H -1.029 -6.853 -4.559  0.209
H -1.494 -9.276 -4.426  0.365
H -2.698 -9.847 -2.001  0.386
H -2.923 -7.394 -0.787  0.394
H -1.974 -5.629 -2.723  0.383
N 2.303 8.979 5.334  -0.032
C 2.213 8.201 6.443  -0.323
C 0.965 8.306 6.983  -0.540
C 0.323 9.274 6.232  -0.314
C 1.158 9.830 5.288  -0.518
H 3.081 8.991 4.689  0.212
H 3.106 7.636 6.668  0.387
H 0.620 7.754 7.844  0.384
H -0.703 9.593 6.344  0.381
H 1.190 10.617 4.550  0.364
N -0.142 -12.751 7.063  -0.013
C 1.156 -12.294 7.085  -0.564
C 2.031 -13.293 7.528  -0.311
C 1.249 -14.333 7.938  -0.293
C -0.105 -14.040 7.656  -0.503
H -0.947 -12.296 6.657  0.224
H 1.418 -11.320 6.700  0.371
H 3.109 -13.306 7.590  0.371
H 1.616 -15.182 8.495  0.363
H -1.027 -14.603 7.661  0.354
N -4.876 -0.071 -6.273  0.019
C -5.989 -0.639 -5.724  -0.354
C -6.858 0.303 -5.218  -0.512
C -6.247 1.534 -5.525  -0.422
C -4.975 1.247 -6.136  -0.463
H -4.140 -0.656 -6.642  0.204
H -5.972 -1.718 -5.748  0.367
H -7.779 0.133 -4.681  0.405
H -6.567 2.524 -5.233  0.383
H -4.087 1.821 -6.355  0.374
N -6.744 2.423 5.372  -0.001
C -6.584 3.492 6.211  -0.407
C -5.300 3.348 6.738  -0.330
C -4.708 2.175 6.174  -0.633
C -5.675 1.579 5.383  -0.420
H -7.535 2.238 4.772  0.204
H -7.411 4.177 6.318  0.376
H -4.875 4.057 7.432  0.392
H -3.779 1.743 6.515  0.433
H -5.733 0.721 4.729  0.390
N 5.088 -5.449 -7.640  -0.010
C 6.118 -4.770 -8.194  -0.367
C 7.282 -5.562 -7.901  -0.437
C 6.822 -6.634 -7.097  -0.517
C 5.437 -6.581 -7.001  -0.324
H 4.098 -5.254 -7.700  0.195
H 5.940 -3.858 -8.744  0.369
H 8.273 -5.324 -8.259  0.372
H 7.407 -7.455 -6.708  0.368
H 4.649 -7.234 -6.655  0.351
N -9.548 11.321 4.089  -0.059
C -8.920 11.957 5.105  -0.504
C -7.870 12.581 4.528  -0.338
C -7.863 12.441 3.144  -0.388
C -9.026 11.774 2.893  -0.399
H -10.482 10.938 4.114  0.234
H -9.311 11.921 6.111  0.365
H -7.101 13.079 5.101  0.362
H -7.159 12.755 2.387  0.376
H -9.400 11.421 1.943  0.352
N 4.450 4.563 -10.166  0.003
C 4.430 4.793 -8.834  -0.461
C 3.658 3.811 -8.223  -0.364
C 3.362 2.929 -9.278  -0.363
C 3.805 3.431 -10.482  -0.460
H 4.984 5.135 -10.805  0.201
H 4.845 5.671 -8.361  0.358
H 3.461 3.658 -7.172  0.385
H 2.709 2.077 -9.159  0.352
H 3.772 3.012 -11.477  0.349
N 3.043 -12.836 -1.614  0.003
C 4.239 -12.981 -2.211  -0.392
C 5.242 -13.166 -1.226  -0.347
C 4.572 -12.943 -0.006  -0.382
C 3.245 -12.742 -0.278  -0.553
H 2.121 -12.815 -2.027  0.201
H 4.337 -13.058 -3.284  0.356
H 6.248 -13.463 -1.483  0.368
H 5.061 -12.931 0.956  0.380
H 2.445 -12.506 0.408  0.365

3.
Computed, not measured: 10 unconnected molecules or ions with the total composition C56H65O3P2, with ωB97M-V with the def2-TZVPD basis set.

As for the relative energy (zero: lowest compared OMol25 entry of this formula, charge and spin): 0.00 kcal per mole. Its spin multiplicity is 1. As for the total charge: -1. For the molar mass, the calculation gives 848.081 g mol⁻¹. The max |F| comes out at 0.28 eV/A. The value obtained for the HOMO-LUMO gap is 5.7 eV. For the electronic energy, the calculation gives -3081.3206 a.u.

Last column: Mulliken charge in e.
Positions of all 126 atoms, in Å:
C 8.216 -5.170 4.959  -1.006
P 7.046 -5.397 3.478  1.320
C 8.409 -6.368 2.364  -1.187
P 9.541 -7.518 3.091  0.949
O 9.059 -8.433 4.144  -0.716
O 10.206 -8.390 1.877  -0.515
O 10.843 -6.649 3.522  -0.540
H 8.226 -6.038 5.627  0.355
H 9.247 -4.940 4.662  -0.295
H 7.846 -4.300 5.514  0.487
H 7.546 -4.108 2.929  -0.124
H 6.144 -5.516 2.312  -0.383
H 6.581 -6.700 3.959  -0.282
H 5.972 -4.702 4.202  -0.370
H 7.831 -6.956 1.641  0.304
H 8.977 -5.617 1.796  0.426
H 9.863 -9.286 1.951  0.303
H 10.680 -5.718 3.352  0.308
C 12.140 -2.883 7.316  -0.489
C 12.033 -1.545 7.673  -0.321
C 11.525 -0.624 6.767  -0.351
C 11.125 -1.042 5.505  -0.455
C 11.236 -2.378 5.148  -0.264
C 11.743 -3.299 6.053  -0.208
H 12.525 -3.604 8.025  0.353
H 12.338 -1.222 8.661  0.345
H 11.433 0.418 7.047  0.345
H 10.717 -0.327 4.801  0.356
H 10.908 -2.706 4.170  0.318
H 11.813 -4.345 5.779  0.369
C 0.853 -6.493 4.203  -0.293
C 0.682 -5.243 4.781  -0.387
C 1.789 -4.529 5.222  -0.390
C 3.065 -5.061 5.084  -0.440
C 3.238 -6.313 4.508  -0.064
C 2.129 -7.025 4.070  -0.569
H -0.007 -7.052 3.856  0.349
H -0.312 -4.824 4.885  0.341
H 1.658 -3.550 5.667  0.349
H 3.934 -4.502 5.403  0.386
H 4.238 -6.715 4.389  0.348
H 2.263 -8.001 3.619  0.363
C 4.832 -3.475 -2.540  0.013
C 6.191 -3.654 -2.761  -0.576
C 6.964 -4.317 -1.817  -0.386
C 6.381 -4.801 -0.653  0.142
C 5.023 -4.618 -0.430  -0.791
C 4.250 -3.956 -1.375  -0.136
H 4.229 -2.954 -3.274  0.093
H 6.647 -3.275 -3.668  0.358
H 8.025 -4.455 -1.985  0.371
H 6.974 -5.306 0.098  0.083
H 4.586 -4.981 0.491  0.407
H 3.190 -3.810 -1.197  0.356
C 1.586 -0.129 -4.741  -0.311
C 1.286 -0.063 -6.095  -0.584
C 1.308 -1.216 -6.868  -0.320
C 1.628 -2.435 -6.284  -0.479
C 1.926 -2.501 -4.930  -0.334
C 1.907 -1.347 -4.158  -0.300
H 1.572 0.771 -4.138  0.416
H 1.027 0.887 -6.546  0.376
H 1.074 -1.165 -7.924  0.372
H 1.646 -3.335 -6.886  0.374
H 2.176 -3.451 -4.476  0.436
H 2.145 -1.398 -3.103  0.393
C -4.518 1.037 -5.410  -0.245
C -4.380 2.003 -4.422  -0.640
C -3.150 2.191 -3.805  -0.559
C -2.062 1.413 -4.175  -0.433
C -2.200 0.447 -5.163  0.085
C -3.429 0.259 -5.780  -0.646
H -5.477 0.892 -5.892  0.398
H -5.228 2.610 -4.132  0.509
H -3.044 2.941 -3.030  0.436
H -1.104 1.553 -3.690  0.349
H -1.350 -0.160 -5.446  0.330
H -3.539 -0.496 -6.549  0.433
C -7.108 6.175 -4.653  -0.507
C -6.971 7.143 -3.667  -0.263
C -5.741 7.343 -3.056  -0.193
C -4.647 6.574 -3.429  -0.598
C -4.783 5.606 -4.415  -0.312
C -6.014 5.407 -5.026  -0.492
H -8.068 6.019 -5.130  0.366
H -7.825 7.742 -3.376  0.316
H -5.635 8.098 -2.287  0.369
H -3.688 6.728 -2.949  0.379
H -3.933 5.002 -4.705  0.518
H -6.117 4.650 -5.794  0.422
C -6.324 -3.547 -5.744  -0.630
C -7.172 -4.431 -6.397  -0.308
C -8.166 -3.946 -7.237  -0.421
C -8.312 -2.579 -7.423  -0.387
C -7.464 -1.696 -6.769  -0.340
C -6.470 -2.179 -5.929  -0.059
H -5.548 -3.924 -5.090  0.371
H -7.058 -5.497 -6.252  0.360
H -8.828 -4.636 -7.746  0.351
H -9.088 -2.201 -8.078  0.360
H -7.579 -0.629 -6.914  0.328
H -5.809 -1.492 -5.417  0.361
C -7.441 11.063 1.595  -0.388
C -7.725 11.131 0.238  -0.483
C -7.679 9.980 -0.538  -0.260
C -7.349 8.763 0.044  -0.188
C -7.063 8.697 1.401  -0.532
C -7.110 9.847 2.176  -0.477
H -7.478 11.960 2.201  0.375
H -7.982 12.080 -0.216  0.372
H -7.899 10.033 -1.597  0.325
H -7.314 7.866 -0.561  0.367
H -6.805 7.748 1.855  0.432
H -6.894 9.792 3.236  0.453
C -9.608 8.924 4.476  -0.365
C -9.696 9.386 5.782  -0.408
C -9.697 8.485 6.839  -0.375
C -9.612 7.123 6.589  -0.363
C -9.524 6.660 5.283  -0.450
C -9.522 7.561 4.227  -0.365
H -9.601 9.624 3.651  0.471
H -9.761 10.449 5.977  0.356
H -9.764 8.845 7.858  0.358
H -9.611 6.420 7.413  0.357
H -9.455 5.598 5.088  0.360
H -9.449 7.204 3.207  0.422